Molecular formula: C78H90F10N17O38S10
Method: DFT, ωB97M-V with the def2-TZVPD basis set

Positions of all 243 atoms, in Å:
C  -0.003958  1.330405  -7.375501
N  -1.148956  0.440870  -6.906149
C  -1.558389  -0.655461  -7.599748
C  -2.691548  -1.350430  -7.163522
C  -3.341588  -1.038501  -6.018459
C  -2.841130  0.011379  -5.286984
C  -1.751170  0.757619  -5.719483
C  -4.518950  -1.717411  -5.430779
C  -4.344114  -2.023621  -4.114969
C  -5.342843  -2.717623  -3.417652
N  -6.407730  -3.169392  -4.117108
C  -6.625368  -2.907766  -5.420925
C  -5.699241  -2.211045  -6.141819
C  -7.404748  -4.062183  -3.446314
H  -0.006434  2.234173  -6.779490
H  -0.139317  1.676975  -8.391172
H  0.935673  0.760205  -7.274062
H  -1.067077  -0.908777  -8.540925
H  -3.053099  -2.162766  -7.842672
H  -3.378440  0.296867  -4.386090
H  -1.368721  1.607271  -5.147437
H  -3.510119  -1.688082  -3.521509
H  -5.334625  -2.947786  -2.382698
H  -7.583140  -3.213160  -5.811899
H  -5.770025  -1.990488  -7.169624
H  -7.292383  -4.051648  -2.362033
H  -7.392129  -5.115089  -3.740956
H  -8.403388  -3.694499  -3.729141
C  -4.189652  3.419804  6.180640
N  -2.904200  3.933547  5.504838
C  -1.794008  3.735180  6.189202
C  -0.621344  4.226762  5.680444
C  -0.642237  4.902295  4.491957
C  -1.859643  5.047101  3.755835
C  -2.940531  4.441139  4.263550
C  0.578635  5.552798  3.882565
C  0.469999  6.661288  3.019616
C  1.577241  7.154733  2.339528
N  2.789093  6.568728  2.525850
C  2.891259  5.492291  3.310520
C  1.829597  4.965979  4.006945
C  3.773387  6.843029  1.458981
H  -4.993962  3.576089  5.457897
H  -4.398154  3.901352  7.150879
H  -4.064888  2.330552  6.366263
H  -1.866785  3.204798  7.150840
H  0.362865  4.139984  6.134859
H  -1.909369  5.546071  2.787417
H  -3.907340  4.457817  3.801027
H  -0.459966  7.165926  2.842806
H  1.470131  7.980016  1.623142
H  3.801436  4.960061  3.386053
H  1.916371  4.127304  4.672063
H  4.550464  6.070329  1.544733
H  4.089990  7.879023  1.651702
H  3.288361  6.797983  0.476098
C  2.173231  -8.027856  -2.237742
N  1.768973  -6.597607  -2.263425
C  0.531473  -6.248528  -2.786933
C  0.233575  -4.909172  -2.740768
C  1.154998  -3.980812  -2.150056
C  2.371752  -4.430706  -1.708686
C  2.660175  -5.761945  -1.839849
C  1.001534  -2.536367  -1.994154
C  2.077840  -1.757000  -2.352949
C  1.979453  -0.372132  -2.453992
N  0.829620  0.210141  -2.029638
C  -0.233970  -0.480447  -1.612285
C  -0.180413  -1.867734  -1.655420
C  0.723926  1.741203  -2.093393
H  1.523332  -8.537871  -1.521023
H  3.209055  -8.033378  -1.908678
H  2.066623  -8.453783  -3.244870
H  -0.130052  -7.034324  -3.194426
H  -0.798204  -4.635611  -3.038183
H  3.128925  -3.826351  -1.322683
H  3.594443  -6.210411  -1.408749
H  3.048966  -2.183869  -2.641261
H  2.666791  0.368629  -2.760551
H  -1.124181  0.067974  -1.331938
H  -1.084615  -2.370852  -1.374288
H  0.482253  2.006717  -3.111017
H  1.620963  2.152332  -1.597637
H  -0.108152  2.071879  -1.467320
C  3.808457  -3.334231  3.544444
N  2.613328  -2.645724  2.998699
C  2.748141  -1.698008  2.056351
C  1.681535  -1.089341  1.507250
C  0.448903  -1.361424  2.035231
C  0.262151  -2.381495  2.977905
C  1.363425  -3.011427  3.484853
C  -0.705376  -0.612276  1.615071
C  -1.843646  -1.320686  1.318655
C  -2.964993  -0.602648  1.052775
N  -2.925368  0.709177  0.952140
C  -1.804420  1.433102  1.285238
C  -0.696901  0.780212  1.681773
C  -4.089384  1.428619  0.484316
H  3.444948  -4.060199  4.262593
H  4.417733  -2.662293  4.083532
H  4.243968  -3.834332  2.668191
H  3.773330  -1.475133  1.748380
H  1.833956  -0.155726  0.928381
H  -0.700236  -2.545376  3.420899
H  1.297049  -3.739545  4.294695
H  -1.854672  -2.413427  1.315744
H  -3.888545  -1.046070  0.736995
H  -1.843651  2.551091  1.147268
H  0.153051  1.386190  2.027365
H  -4.751403  1.520113  1.324652
H  -4.569751  0.790768  -0.268520
H  -3.877164  2.359077  -0.071087
C  8.692023  -9.379016  -3.138071
N  8.490381  -8.312041  -2.117111
C  8.647428  -7.021622  -2.382249
C  8.400532  -6.174364  -1.308679
C  8.051101  -6.596867  -0.055037
C  7.987031  -7.951641  0.106403
C  8.128846  -8.772549  -0.957722
C  7.721818  -5.697669  1.057995
C  8.169333  -4.376928  1.133483
C  7.926013  -3.661763  2.316677
N  7.281978  -4.193542  3.391504
C  6.742553  -5.436862  3.281482
C  6.895878  -6.150711  2.114015
C  6.964474  -3.425225  4.637774
H  9.775514  -9.627274  -3.182227
H  8.342283  -8.974299  -4.078506
H  8.054292  -10.224997  -2.861179
H  8.916561  -6.623805  -3.363145
H  8.359103  -5.090496  -1.541243
H  7.835949  -8.278392  1.104510
H  8.061693  -9.850004  -0.831452
H  8.759672  -3.934608  0.337977
H  8.095048  -2.606515  2.384526
H  6.131552  -5.797072  4.112455
H  6.391353  -7.103803  2.086427
H  5.960460  -3.712034  4.906347
H  7.160163  -2.357330  4.439328
H  7.629747  -3.892992  5.377877
C  -1.639375  5.712573  -2.583558
N  -2.464279  6.898772  -2.082163
C  -3.873996  6.561158  -1.714639
C  -4.770634  7.740281  -1.720960
C  -4.266156  9.004362  -1.855091
C  -2.897673  9.196351  -1.903678
C  -2.056022  8.144499  -2.181522
C  -5.213839  10.241584  -1.925871
C  -5.999714  10.543934  -0.776070
C  -6.701330  11.731522  -0.739756
N  -6.648013  12.604345  -1.741582
C  -5.875176  12.353799  -2.827591
C  -5.137372  11.198510  -2.913015
C  -7.118027  13.979998  -1.582795
H  -1.935744  4.917134  -1.930257
H  -0.607684  6.003677  -2.337522
H  -1.697094  5.572973  -3.651379
H  -4.311204  5.767918  -2.367782
H  -5.804989  7.432814  -1.652769
H  -2.623845  10.244299  -2.013545
H  -1.068812  8.365455  -2.416784
H  -5.874723  9.857921  0.056554
H  -7.274212  12.075042  0.145765
H  -5.913371  13.085358  -3.634000
H  -4.520615  11.084439  -3.798185
H  -7.118485  14.275084  -0.540607
H  -8.129504  13.904628  -1.977751
H  -6.554018  14.714632  -2.110117
N  -3.170903  -5.048279  -0.629323
S  -3.630812  -5.779847  -1.862047
O  -2.634785  -6.451872  -2.692522
O  -4.664562  -4.992845  -2.544471
F  -4.512863  -6.905508  -1.313928
S  -1.897485  -5.437338  0.261271
O  -1.396163  -6.700510  -0.170326
O  -2.115996  -5.038560  1.619396
F  -0.806964  -4.435848  -0.270427
N  0.612388  -0.036698  4.934877
S  0.974989  1.490320  4.717504
O  -0.179800  2.205115  4.124761
O  2.214021  1.682943  4.044048
F  1.076718  2.125565  6.115160
S  -0.087633  -0.524678  6.281693
O  -0.219732  -1.922587  6.197303
O  -1.156735  0.292560  6.748494
F  1.060488  -0.382086  7.489202
N  3.724731  -5.572720  6.684426
S  2.198556  -5.260739  6.730295
O  1.449693  -5.427230  7.881362
O  1.667210  -5.574710  5.464440
F  2.419286  -3.606639  6.711244
S  4.608704  -6.854937  7.037465
O  5.187850  -7.453563  5.786288
O  4.151278  -7.638632  8.139331
F  5.845189  -6.024977  7.642659
N  5.676120  -2.827006  -2.733418
S  5.457363  -4.040157  -3.803701
O  6.369019  -3.887693  -4.900673
O  4.130218  -4.503354  -4.085282
F  6.125242  -5.165742  -2.838179
S  5.622130  -1.319620  -3.316239
O  4.368424  -1.143250  -4.046504
O  6.890554  -0.702511  -3.574747
F  5.120593  -0.777312  -1.900932
N  -5.771813  -0.157172  2.791659
S  -4.845814  -0.046846  4.009042
O  -4.496011  1.319934  4.249993
O  -3.809807  -1.006807  4.064771
F  -5.925863  -0.487764  5.119064
S  -7.055466  0.776249  2.384113
O  -7.566708  0.348395  1.118818
O  -6.826612  2.142520  2.829387
F  -8.146600  0.295742  3.485459
O  0.906248  4.348073  -0.831451
C  0.333260  5.559380  -0.194739
O  -0.739188  5.301595  0.363848
O  1.208531  6.532924  -0.117141
H  1.596024  4.661116  -1.426589
O  -3.580985  3.557361  -3.424872
C  -2.266270  3.008216  -3.505596
O  -1.959307  2.227979  -2.585115
O  -1.586163  3.383241  -4.514056
H  -4.053020  2.818549  -3.001284
O  6.706440  -0.888379  0.271040
C  5.941287  -0.317048  1.307944
O  4.886385  0.249184  0.886755
O  6.343948  -0.621364  2.439045
H  6.210919  -0.697231  -0.525723
O  -5.894201  5.291242  -0.521609
C  -4.773670  5.408120  0.244438
O  -4.760311  5.006346  1.390849
O  -3.757574  6.082216  -0.314004
H  -6.468014  4.784781  0.048528
O  2.577628  -6.359274  1.631271
C  3.649572  -6.006458  0.893263
O  4.353108  -6.962161  0.357394
O  3.934368  -4.802139  0.709299
H  2.602074  -7.329615  1.703029
O  -6.932598  -0.386583  -1.825403
C  -5.514343  -0.154810  -1.903306
O  -4.830136  -1.026576  -1.333292
O  -5.125083  0.856453  -2.528381
H  -7.073996  -0.960158  -1.059544

Forces on the atoms, in the same order (eV/Å):
-0.177 -0.906 0.399
0.299 0.208 0.303
-0.914 0.601 0.368
1.003 -1.445 -3.102
-0.909 0.740 0.695
0.434 1.208 0.559
-0.054 -0.752 -0.542
-0.759 -1.613 -1.141
-1.136 -0.201 1.364
-0.848 -0.311 -1.806
-0.054 -0.803 1.304
0.518 0.609 -0.432
2.065 0.767 1.922
-0.921 0.407 0.149
0.016 -0.116 0.474
-0.280 -0.442 -0.326
-0.443 0.386 -0.027
-0.011 0.241 0.424
0.426 0.678 0.821
0.319 0.316 0.153
-0.074 0.218 -0.226
0.119 0.042 -0.024
0.266 0.065 0.520
0.100 -0.247 -0.133
-0.512 0.134 -0.959
0.169 0.321 -0.229
0.768 0.302 -0.369
0.353 0.066 0.320
0.482 -0.576 -0.536
-2.037 -1.577 1.368
0.659 -0.034 0.904
1.164 0.626 0.046
-0.704 1.905 -1.936
2.246 -0.019 -0.132
-1.484 0.251 0.838
-0.613 0.061 -0.663
0.565 0.024 0.323
-0.605 -0.210 0.698
-1.449 -0.367 -1.474
-0.543 -0.565 0.619
-0.522 0.738 0.382
0.548 0.454 0.517
0.090 -0.147 0.328
0.455 0.275 -0.651
-0.053 0.803 -0.394
0.024 0.301 -0.629
-0.710 -0.170 0.461
0.085 -0.312 0.168
-0.278 -0.069 -0.314
-0.289 -0.023 -0.029
0.383 -0.587 0.492
1.098 -0.061 -0.293
0.574 -0.287 -0.223
0.001 0.689 -0.108
0.537 -0.515 -0.285
-0.139 -0.223 0.435
-0.515 0.184 -0.222
-1.574 -2.294 -1.683
1.111 0.654 0.567
-0.764 0.387 0.365
-0.055 -1.031 -0.086
-0.798 -0.732 -0.986
1.769 0.101 1.680
-1.568 0.987 -0.603
1.905 1.175 -0.824
-2.084 -0.699 1.487
-0.033 1.616 -0.243
0.337 -0.973 -0.462
-0.168 0.341 0.244
0.299 -1.007 1.519
0.212 -0.054 -0.166
-0.135 -0.338 0.053
0.014 0.106 0.369
0.519 0.605 0.540
0.916 0.049 0.062
0.865 0.933 0.746
-0.773 0.625 -0.561
-0.745 0.113 0.083
1.217 -0.065 -0.418
0.070 0.106 -0.071
-0.161 -0.428 0.074
0.343 0.343 -0.165
-0.186 -0.226 -0.857
0.148 -0.333 -0.301
-1.319 -0.881 -0.860
-1.558 -0.468 0.886
2.262 -1.386 0.415
-0.374 2.247 -0.009
-0.087 -1.253 0.230
0.527 0.517 -0.180
1.307 0.474 -0.496
-0.160 0.133 0.796
0.231 -0.430 0.263
-0.973 -0.531 -1.042
1.610 2.119 0.189
-1.541 1.118 -0.779
1.076 0.194 -0.088
-1.158 -0.158 -1.350
-0.034 -0.310 -0.033
0.698 1.071 0.068
0.307 0.172 0.414
-0.291 0.164 0.128
0.068 -1.002 -0.020
-0.286 -0.222 0.096
0.299 0.084 -0.314
-0.100 0.398 0.073
-0.391 -0.218 0.108
-0.161 -1.379 0.285
-0.342 -0.653 -0.365
-0.249 0.611 0.242
0.234 0.274 0.596
0.409 -0.358 0.786
0.417 0.507 -0.250
0.369 -1.434 -2.863
-0.245 1.261 1.381
-0.004 2.514 -1.937
-0.225 0.365 -0.180
-0.274 0.066 1.052
0.091 -1.339 2.410
-0.588 0.728 1.081
0.009 -0.490 1.009
-0.807 -0.116 0.124
-0.466 -0.419 -1.552
0.002 0.532 -0.382
0.585 -0.332 0.134
1.360 -0.632 -0.518
-0.870 0.004 -0.007
0.134 -0.098 -0.305
0.449 0.169 -0.158
-0.152 -0.595 0.250
0.262 -0.810 0.154
-0.358 -0.921 0.424
-0.060 0.264 -0.182
-0.214 0.206 0.223
0.365 0.528 0.023
0.219 -0.037 -0.112
-0.085 -0.044 -0.229
-0.274 0.438 0.135
-0.382 -0.514 0.290
-0.130 0.676 0.082
0.388 2.599 1.311
-1.471 -2.545 -1.163
1.062 0.539 -0.206
-0.030 0.673 -0.490
-3.225 -0.609 0.529
1.228 1.602 -1.233
-1.920 1.087 1.275
1.150 -1.383 2.119
0.658 -0.276 -1.173
-0.363 -0.401 1.699
2.069 0.525 -0.912
-0.398 -0.309 -0.008
-0.149 0.398 -1.140
-1.869 -0.579 0.306
0.096 -0.707 -0.183
-0.256 -0.325 -0.152
-0.547 -0.247 -0.112
0.831 0.198 0.730
-0.207 0.575 -0.227
0.766 -0.390 0.041
1.787 -0.155 -0.391
-0.611 0.265 0.038
0.480 -0.413 -0.668
0.176 -0.077 0.382
0.006 -0.221 0.164
-0.131 -0.210 0.154
-0.220 0.855 0.192
0.596 0.053 -0.622
1.301 1.597 2.005
-0.765 -0.235 -3.532
-1.031 1.068 0.830
1.557 -0.579 0.307
-0.462 -1.571 0.731
-1.489 -0.707 -0.127
0.415 -0.125 0.953
0.402 -0.417 -1.141
0.214 0.734 0.098
0.933 1.001 0.977
-3.221 -0.692 -2.880
1.883 -0.883 0.825
0.221 -0.038 0.377
0.750 0.303 1.488
1.162 -0.238 1.186
-0.423 -0.822 -0.332
0.067 0.466 -0.045
-1.053 0.401 -1.657
1.454 -1.380 0.583
2.758 2.381 -1.120
-1.220 -0.929 2.360
-1.396 -0.067 -1.604
-0.295 -1.424 -0.378
0.155 1.286 -2.197
-1.284 1.194 3.106
0.196 -0.280 -0.818
-0.034 -0.502 -0.331
-0.353 -1.209 -1.601
1.854 1.950 0.786
-0.350 -0.660 -0.048
0.338 0.048 0.576
-0.676 0.185 -0.596
-1.857 -1.635 1.405
2.041 0.620 -0.799
-1.522 -0.324 -0.249
0.419 0.960 -0.221
-1.829 -0.227 -2.800
-1.712 0.993 0.481
0.433 0.309 0.840
0.205 -0.590 -0.286
1.057 0.396 0.309
1.843 -0.664 3.490
0.336 0.784 0.653
-0.683 -1.066 -1.735
0.484 0.051 -1.090
-0.883 1.481 0.005
2.650 -1.045 1.602
0.962 1.258 -0.644
-2.807 -1.820 -0.784
0.198 0.153 0.169
0.936 -0.902 -0.295
-0.245 0.621 -0.639
-0.214 -0.035 -0.654
-0.588 -0.598 1.172
-0.356 0.235 0.282
0.579 0.134 0.599
-1.068 -1.048 -1.192
0.894 -0.108 0.951
-0.057 0.300 0.384
0.019 0.108 -0.063
1.328 0.353 -0.204
-0.048 0.454 0.722
0.457 0.264 -0.938
-0.745 -0.932 0.046
-0.739 -0.515 0.261
-0.186 -0.051 0.215
2.756 -0.434 -1.664
-1.202 0.447 0.870
-1.004 -0.431 0.777
-0.009 0.392 -0.034
1.157 0.579 -0.505
-0.973 0.452 -0.447
0.411 -0.282 0.189
-0.673 -0.924 0.137
0.189 0.106 -0.008

Properties
charge: +1
LUMO: -3.6 eV
HOMO level: -8.74 eV